Computed, not measured: a molecular structure, C7H13O5Rb2 in a non-equilibrium geometry, with ωB97M-V with the def2-TZVPD basis set.

The geometry in XYZ format:
```
27
Properties=species:S:1:pos:R:3
Rb -2.0338 -4.8997 -2.8278
Rb -0.9421 -2.4108 -6.7956
O 0.5252 -0.7703 -2.6175
O -0.3783 -0.0096 1.9834
O -0.2723 -2.2760 -4.0394
O 2.5845 3.5967 1.0751
O -0.7746 -2.3803 -1.9919
C -2.1788 -1.3664 1.1816
C -1.3387 -0.1385 1.2137
C -0.2010 -1.8528 -2.9054
C 2.3033 2.4003 1.2758
C 2.2476 1.8570 2.7018
C 2.0880 1.3479 0.1526
C -1.7860 0.9822 0.3874
H 1.1215 0.8457 0.1089
H -1.5089 0.8064 -0.6521
H -1.4282 1.9054 0.8433
H -2.8729 0.9574 0.3096
H 0.2816 -0.9642 -1.7094
H 1.9578 0.8074 2.7505
H 1.4857 2.3676 3.2908
H -3.2333 -1.0934 1.2194
H -2.0279 -1.9386 0.2661
H -1.8699 -2.0107 2.0048
H 3.2035 1.9148 3.2223
H 2.2674 1.7844 -0.8299
H 2.7807 0.5382 0.3821
```

Results
E	-19013.309	eV
2S+1	1
energy above the lowest of the compared OMol25 structures with the same formula, charge and spin	0.245	eV
highest occupied orbital energy	-10.58	eV
total charge	+1

---

Computed, not measured: a molecular structure, C28H31BrF9N4O5PPbS2 in a non-equilibrium geometry, with ωB97M-V with the def2-TZVPD basis set.

The geometry in XYZ format:
```
82
Properties=species:S:1:pos:R:3
Pb -4.2171 3.6634 -1.4426
Br 4.7326 3.5797 -3.4416
S 0.3742 3.9220 -0.1406
S 4.2038 0.0578 -6.2384
P 4.8317 0.3593 -4.4234
F 3.8157 2.1797 3.1573
F 3.0304 3.2332 0.7799
F 0.9496 5.4061 1.8379
F 2.0348 2.7623 4.1865
F 0.0100 3.6125 2.5121
F 0.5735 0.9050 2.8043
F 3.0929 4.5667 2.4464
F 2.1572 0.6779 1.2971
F 2.4828 0.0901 3.3355
O -1.0423 4.3201 -0.2709
O 1.1269 -2.6351 -1.1708
O 3.9879 -3.0573 0.7090
O 1.1468 4.8951 -0.8356
O -2.0071 -3.6968 -1.4103
N 2.4857 2.7722 -2.0816
N 2.5693 0.0131 -2.9875
N -5.0946 -0.7275 1.1583
N -4.1002 -3.3308 -2.2264
C 3.4422 0.9330 -3.3011
C 0.6054 -1.8452 -2.2266
C -0.4505 0.0133 -0.8715
C 1.6153 0.5232 -2.1500
C 3.4067 2.3206 -2.8731
C -2.9371 1.8015 -0.0257
C -0.4348 1.3689 -0.3748
C 3.2506 -2.1064 -0.0230
C -5.1831 0.6082 0.6385
C 2.4907 2.3946 2.9827
C -2.5556 -1.3458 -1.5874
C -4.5281 -1.2146 2.2963
C 1.5665 1.8417 -1.6844
C 1.8933 1.0144 2.5614
C -4.0179 1.5426 1.0754
C 4.6797 -2.3778 1.7842
C -5.4227 -2.9535 1.2698
C 0.9353 4.0848 1.6415
C -4.6587 -2.5642 2.4579
C 4.3678 -3.0327 3.1372
C 0.5412 2.2682 -0.7741
C 0.5731 -0.3836 -1.7201
C -1.5130 -1.0229 -0.4766
C -1.5370 1.7698 0.5914
C -5.6701 -1.8259 0.5428
C 2.3907 3.5413 1.9264
C -2.8245 -2.8709 -1.7240
C 2.5487 -2.8032 -1.2280
H 2.4435 -1.6427 0.5773
H 3.0059 -2.4491 -2.1622
H -5.3087 0.5938 -0.4640
H -3.0544 2.8965 -0.3490
H 5.7581 -2.3402 1.5538
H 4.9824 -2.5344 3.9043
H -0.3951 -2.2323 -2.4514
H -3.0634 1.1778 -0.9340
H -3.9925 -0.6241 3.0456
H -5.7313 -3.9732 1.0429
H -6.2130 -1.7376 -0.3969
H -4.4221 -2.7594 -3.0046
H 5.9523 1.2024 -4.3066
H -2.0857 -0.7217 0.4195
H -0.9668 -1.9346 -0.1781
H 5.2189 -0.8967 -3.8819
H -3.5338 -0.8487 -1.4546
H 4.5713 -4.1105 3.0874
H -4.4850 2.5235 1.3283
H -4.2872 -3.2001 3.2530
H 2.7538 -3.8823 -1.1300
H 3.3046 -2.8694 3.3774
H -1.3986 2.7288 1.0956
H 3.9071 -1.3158 -0.4459
H -1.5461 1.0078 1.3909
H 4.3210 -1.3324 1.7928
H -2.1493 -0.9756 -2.5492
H -6.1234 1.0507 1.0264
H 1.1876 -1.9361 -3.1571
H -3.5914 1.1793 2.0189
H -4.7774 -3.2920 -1.4678
```

Results
E	-176419.159	eV
2S+1	1
highest occupied orbital energy	-12.57	eV
total charge	+2